[1]
A molecular structure, C60H53AuNO2Sb2, computed with ωB97M-V with the def2-TZVPD basis set.

Each line ends with the Mulliken spin population.
Cartesian coordinates (Å):
Au  -0.397  -0.602  0.558  -0.0893
O  1.735  1.329  2.836  0.0306
C  0.947  -0.825  3.697  0.0207
C  -1.214  -2.404  3.022  0.0050
C  -0.431  -3.270  2.080  0.0096
C  -0.057  -4.552  2.438  0.0030
C  0.618  -5.339  1.522  -0.0003
C  0.896  -4.818  0.275  0.0014
C  0.513  -3.518  -0.033  0.0029
C  0.921  -2.945  -1.366  -0.0298
C  -0.183  -2.303  -2.260  -0.0039
O  -0.360  -0.959  -1.831  0.2639
C  0.257  -2.297  -3.728  -0.0640
C  -0.708  -2.204  -4.728  -0.0058
C  -0.347  -2.159  -6.065  -0.0018
C  0.991  -2.215  -6.427  0.0047
C  1.962  -2.290  -5.442  0.0133
C  1.598  -2.324  -4.103  0.0158
C  -1.466  -3.114  -2.092  0.0686
C  -1.461  -4.461  -2.455  0.0032
C  -2.583  -5.249  -2.263  0.0024
C  -3.734  -4.703  -1.707  -0.0009
C  -3.749  -3.365  -1.352  0.0014
C  -2.618  -2.578  -1.542  -0.0208
N  -0.145  -2.770  0.862  0.0032
C  -0.008  1.621  4.480  -0.0207
C  -1.187  1.266  5.142  0.0627
C  -2.067  2.230  5.616  -0.0028
C  -1.785  3.579  5.487  0.0109
C  -0.593  3.954  4.889  -0.0061
C  0.273  2.992  4.401  0.0129
C  2.143  -1.505  3.053  0.0746
C  2.548  -1.360  1.727  -0.0411
C  3.679  -1.992  1.232  0.0054
C  4.463  -2.777  2.062  -0.0023
C  4.101  -2.914  3.392  0.0067
C  2.961  -2.286  3.873  -0.0413
H  -2.053  -2.000  2.448  -0.0024
H  -1.653  -3.042  3.792  0.0005
H  -0.301  -4.923  3.424  -0.0030
H  0.919  -6.347  1.776  0.0000
H  1.416  -5.406  -0.468  -0.0002
H  1.398  -3.758  -1.911  0.0018
H  1.687  -2.182  -1.195  0.0382
H  -1.756  -2.176  -4.456  0.0027
H  -1.113  -2.085  -6.826  0.0002
H  1.274  -2.197  -7.472  0.0003
H  3.010  -2.325  -5.712  0.0007
H  2.379  -2.378  -3.355  -0.0169
H  -0.577  -4.893  -2.911  -0.0009
H  -2.563  -6.291  -2.555  0.0001
H  -4.612  -5.318  -1.560  -0.0002
H  -4.643  -2.927  -0.927  0.0001
H  -2.635  -1.533  -1.266  0.0210
H  -1.441  0.238  5.338  0.0485
H  -2.976  1.909  6.108  -0.0001
H  -2.472  4.324  5.865  0.0001
H  -0.329  5.001  4.802  -0.0006
H  1.205  3.307  3.957  -0.0022
H  1.977  -0.758  1.038  0.0146
H  3.951  -1.861  0.191  -0.0008
H  5.351  -3.265  1.681  -0.0003
H  4.710  -3.503  4.065  0.0004
H  2.716  -2.393  4.921  -0.0004
C  1.916  2.548  -2.457  0.2705
C  2.133  3.145  -1.078  -0.0087
C  2.337  2.141  0.066  0.0048
Sb  0.622  1.632  1.225  0.1399
C  1.164  0.702  3.988  -0.2316
C  -0.512  -1.240  3.715  0.0314
C  0.399  -1.527  4.902  0.0358
C  0.704  -0.921  6.220  0.5006
C  1.706  0.033  6.294  -0.1395
C  2.096  0.754  5.176  0.6301
C  -0.314  3.500  1.431  0.0057
C  -1.699  3.541  1.514  0.0033
C  -2.348  4.759  1.661  -0.0014
C  -1.612  5.932  1.720  0.0009
C  -0.225  5.894  1.628  -0.0022
C  0.425  4.680  1.484  0.0030
Sb  0.346  0.994  -2.624  0.2632
C  -1.341  2.144  -2.048  0.0466
C  -2.454  1.567  -1.447  0.0199
C  -3.559  2.343  -1.123  -0.0020
C  -3.547  3.706  -1.377  0.0026
C  -2.433  4.292  -1.962  0.0006
C  -1.337  3.514  -2.304  0.0007
C  0.129  1.083  -4.723  0.0231
C  -1.113  1.345  -5.294  -0.0029
C  -1.228  1.492  -6.668  -0.0037
C  -0.101  1.396  -7.473  0.0103
C  1.138  1.140  -6.906  0.0000
C  1.254  0.978  -5.533  0.0361
H  2.816  2.070  -2.850  0.0090
H  1.609  3.314  -3.173  0.0037
H  1.310  3.828  -0.861  0.0046
H  3.028  3.773  -1.128  0.0042
H  3.032  2.520  0.819  0.0042
H  2.757  1.201  -0.299  -0.0103
H  -1.171  -0.387  3.758  -0.0002
H  0.616  -2.595  4.907  0.0412
H  0.331  -1.394  7.119  -0.0432
H  2.157  0.256  7.254  0.0169
H  2.896  1.482  5.192  -0.0368
H  -2.277  2.625  1.475  -0.0007
H  -3.428  4.790  1.735  0.0001
H  -2.117  6.882  1.839  0.0000
H  0.347  6.812  1.673  -0.0001
H  1.508  4.658  1.427  0.0004
H  -2.462  0.505  -1.239  -0.0246
H  -4.427  1.881  -0.670  -0.0002
H  -4.406  4.313  -1.121  0.0001
H  -2.421  5.356  -2.162  -0.0003
H  -0.487  3.985  -2.784  0.0015
H  -1.997  1.434  -4.671  0.0007
H  -2.196  1.692  -7.109  -0.0004
H  -0.190  1.522  -8.544  0.0004
H  2.017  1.060  -7.534  -0.0002
H  2.227  0.763  -5.105  -0.0003

As for the charge: +1. For the lowest unoccupied orbital energy (spin up / spin down), the calculation gives -2.09 / -3.34 eV. As for the spin multiplicity: 3. Its expectation value of S² is 2.0380. The relative energy (zero: lowest compared OMol25 entry of this formula, charge and spin) is 0.0 kcal per mole. The largest force on an atom is 0.79 eV/A. The HOMO energy (spin up / spin down) comes out at -9.223 / -10.688 eV. As for the orbital gap (spin up / spin down): 7.137 / 7.350 eV.



[2]
A molecular structure, C60H53BBrKN4O3P2S2, computed with ωB97M-V with the def2-TZVPD basis set.

Each line ends with the Mulliken charge.
Cartesian coordinates (Å):
K  -0.842  -0.976  -0.522  1.0074
C  4.040  5.167  2.262  -1.7722
C  2.662  4.828  2.865  2.1053
C  2.344  5.818  3.994  -1.9324
C  2.706  3.399  3.402  0.6234
C  3.282  3.098  4.632  -0.2691
C  3.363  1.792  5.081  -1.6294
C  2.877  0.755  4.293  -0.3480
C  2.293  1.000  3.056  -0.1123
P  1.587  -0.326  1.868  1.6228
C  0.036  -0.575  2.868  0.5297
C  -0.613  0.558  3.370  -0.4890
C  -1.720  0.439  4.196  -0.7742
C  -2.190  -0.818  4.553  -0.5921
C  -1.591  -1.943  4.011  -0.8854
C  -0.512  -1.828  3.142  0.2157
C  2.764  -1.623  2.480  0.2859
C  3.956  -1.702  1.757  -0.9243
C  4.912  -2.670  2.032  -0.5517
C  4.694  -3.583  3.055  -0.5677
C  3.535  -3.491  3.813  -0.8459
C  2.582  -2.517  3.532  0.1616
C  2.228  2.335  2.644  -0.6222
O  1.621  2.538  1.425  -0.5546
C  1.178  3.780  1.092  -0.9935
C  0.254  3.821  0.044  0.2456
C  -0.252  5.062  -0.315  -0.3642
C  0.177  6.221  0.320  -1.6834
C  1.109  6.145  1.339  -0.1963
C  1.613  4.922  1.762  0.4598
P  -0.224  2.234  -0.813  1.4638
C  -1.850  2.822  -1.439  0.6672
C  -2.166  3.095  -2.765  -0.2609
C  -3.447  3.516  -3.106  -0.7255
C  -4.424  3.653  -2.131  -0.6022
C  -4.122  3.365  -0.805  -0.4713
C  -2.845  2.953  -0.465  -0.6676
C  0.893  2.357  -2.277  0.1190
C  1.114  3.517  -3.017  -0.3672
C  1.991  3.513  -4.093  -0.8188
C  2.674  2.350  -4.434  -0.6972
C  2.479  1.195  -3.693  -0.0903
C  1.592  1.203  -2.622  -0.1952
H  4.822  5.073  3.022  0.3931
H  4.045  6.188  1.866  0.4058
H  4.272  4.482  1.444  0.4146
H  3.103  5.778  4.775  0.4555
H  1.374  5.587  4.438  0.4111
H  2.319  6.844  3.621  0.4565
H  3.679  3.893  5.254  0.2417
H  3.808  1.580  6.047  0.3976
H  2.949  -0.263  4.651  0.4446
H  -0.252  1.550  3.120  0.1889
H  -2.210  1.331  4.569  0.4276
H  -3.037  -0.915  5.220  0.3468
H  -1.980  -2.928  4.245  0.2661
H  -0.102  -2.714  2.665  0.4025
H  4.127  -0.993  0.951  0.3007
H  5.811  -2.730  1.429  0.3980
H  5.418  -4.365  3.256  0.3432
H  3.358  -4.192  4.621  0.4114
H  1.690  -2.465  4.141  0.4725
H  -1.006  5.120  -1.091  0.5656
H  -0.215  7.186  0.018  0.3744
H  1.450  7.060  1.808  0.2960
H  -1.427  2.949  -3.542  0.3618
H  -3.688  3.713  -4.144  0.3719
H  -5.427  3.959  -2.408  0.3214
H  -4.888  3.430  -0.041  0.3923
H  -2.616  2.703  0.567  0.3081
H  0.600  4.434  -2.755  0.3865
H  2.145  4.420  -4.667  0.3908
H  3.363  2.349  -5.272  0.3508
H  3.019  0.289  -3.944  0.2521
H  1.436  0.298  -2.043  0.2523
C  0.129  -0.987  -5.862  -0.8960
N  -1.077  -1.725  -5.580  0.3628
C  -1.474  -2.919  -6.167  -0.5252
C  -2.605  -3.285  -5.539  -0.4488
N  -2.917  -2.330  -4.593  0.2289
B  -4.135  -2.422  -3.649  0.2534
N  -3.741  -3.104  -2.284  0.5484
C  -4.733  -3.266  -1.331  -1.2637
C  -4.185  -3.798  -0.226  -0.4793
N  -2.838  -3.959  -0.498  0.4594
C  -1.837  -4.436  0.428  -1.1551
C  -2.564  -3.531  -1.768  -0.3427
S  -0.997  -3.616  -2.452  -0.1312
C  -1.970  -1.372  -4.606  -1.4039
S  -1.818  0.021  -3.649  0.3856
H  0.675  -1.497  -6.656  0.3121
H  0.748  -0.922  -4.969  0.3232
H  -0.109  0.033  -6.167  0.2873
H  -0.905  -3.398  -6.947  0.3828
H  -3.218  -4.161  -5.670  0.4719
H  -4.554  -1.319  -3.392  -0.1395
H  -4.972  -3.118  -4.215  -0.2670
H  -5.747  -2.952  -1.520  0.4451
H  -4.615  -4.037  0.731  0.8192
H  -2.344  -4.859  1.296  0.2302
H  -1.178  -3.631  0.753  0.2360
H  -1.220  -5.192  -0.055  0.5161
Br  4.973  -2.011  -3.339  -0.2740
C  4.037  -3.302  -2.283  -0.0992
C  4.465  -4.618  -2.316  -0.3339
C  3.808  -5.543  -1.511  -0.7997
C  2.764  -5.141  -0.687  -0.3759
C  2.343  -3.820  -0.679  -0.1926
C  2.977  -2.891  -1.496  0.2455
C  1.230  -3.382  0.270  -0.0730
O  0.755  -4.239  1.026  -0.9388
O  0.912  -2.153  0.206  1.1065
H  5.285  -4.916  -2.956  0.4175
H  4.118  -6.582  -1.537  0.3705
H  2.257  -5.836  -0.029  0.4353
H  2.640  -1.862  -1.484  0.3607
C  -6.010  -1.058  1.652  -0.8238
C  -5.637  -0.192  0.626  -0.7441
C  -4.331  -0.221  0.123  -0.7319
C  -3.320  -1.096  0.587  0.8542
C  -3.773  -1.972  1.597  -1.4590
C  -5.066  -1.962  2.131  -0.3547
H  -7.016  -1.035  2.059  0.3230
H  -6.374  0.495  0.207  0.3391
H  -4.102  0.464  -0.697  0.5658
H  -3.087  -2.725  1.990  0.3068
H  -5.345  -2.667  2.917  0.3608

As for the charge: -2. For the lowest unoccupied orbital energy, the calculation gives 3.54 eV. The largest force on an atom is 2.30 eV/A. The HOMO energy comes out at -1.149 eV. As for the orbital gap: 4.691 eV.



| no. | E (eV) |
| --- | --- |
| 1 | -85423.6917 |
| 2 | -202479.8425 |